117
Properties=species:S:1:pos:R:3 method="wB97M-V/def2-TZVPD" multiplicity=2 charge=-2 lumo_ev="3.06 / 3.06" gap_ev="3.95 / 5.44"
Cs -0.315 0.286 -0.581
C 1.816 -5.456 -2.945
N 0.996 -4.390 -2.449
C -0.350 -4.236 -2.634
C -0.699 -3.084 -1.984
N 0.391 -2.537 -1.412
C 1.399 -3.323 -1.691
P 3.126 -3.078 -1.182
C 3.334 -1.358 -1.727
N 2.509 -0.373 -1.490
C 3.050 0.727 -2.046
C 4.236 0.406 -2.648
N 4.417 -0.932 -2.448
C 5.521 -1.725 -2.903
C 2.827 -2.743 0.580
N 1.967 -1.866 1.022
C 2.055 -1.880 2.364
C 2.996 -2.793 2.756
N 3.493 -3.351 1.610
C 4.497 -4.370 1.521
H 1.201 -6.142 -3.526
H 2.612 -5.069 -3.587
H 2.280 -6.000 -2.118
H -0.923 -4.952 -3.192
H -1.660 -2.618 -1.884
H 2.558 1.677 -1.980
H 4.956 0.998 -3.177
H 6.200 -1.095 -3.476
H 6.063 -2.155 -2.057
H 5.174 -2.543 -3.539
H 1.440 -1.232 2.955
H 3.351 -3.086 3.724
H 4.785 -4.681 2.524
H 4.117 -5.238 0.975
H 5.386 -4.002 1.002
O -4.295 1.414 0.674
Cl -3.414 1.284 -0.441
O -3.949 2.010 -1.546
O -2.132 1.792 -0.084
O -3.302 -0.087 -0.798
C 2.885 9.873 1.452
C 2.340 8.565 0.948
C 1.193 8.503 0.176
C 0.666 7.292 -0.258
C -0.559 7.327 -1.122
C 1.259 6.074 0.102
Te 0.514 3.869 -0.516
N 0.026 2.623 -1.957
C -0.254 2.263 -3.178
O -0.375 1.079 -3.518
C -0.404 3.308 -4.260
C 0.287 4.510 -4.252
C 0.135 5.409 -5.291
C -0.722 5.122 -6.342
C -1.412 3.919 -6.356
C -1.248 3.015 -5.323
C -1.368 4.356 0.300
C -2.515 4.600 -0.441
C -2.503 4.709 -1.930
C -3.729 4.694 0.231
C -3.818 4.537 1.603
C -5.144 4.528 2.303
C -2.650 4.334 2.324
C -1.424 4.233 1.688
C -0.187 3.977 2.488
C 2.455 6.143 0.831
C 3.219 4.923 1.265
C 2.969 7.368 1.246
H 2.342 10.717 1.030
H 3.939 9.982 1.198
H 2.799 9.922 2.538
H 0.683 9.418 -0.099
H -0.769 8.341 -1.463
H -1.424 6.961 -0.570
H -0.414 6.689 -1.992
H 0.951 4.740 -3.424
H 0.689 6.338 -5.277
H -0.835 5.823 -7.160
H -2.083 3.677 -7.170
H -1.762 2.066 -5.300
H -1.500 4.895 -2.300
H -3.165 5.503 -2.274
H -2.859 3.768 -2.346
H -4.629 4.854 -0.348
H -5.915 4.975 1.680
H -5.089 5.066 3.250
H -5.426 3.496 2.506
H -2.701 4.192 3.399
H -0.353 4.184 3.547
H 0.629 4.607 2.132
H 0.128 2.935 2.392
H 2.880 4.015 0.773
H 3.100 4.784 2.341
H 4.285 5.038 1.065
H 3.884 7.367 1.824
N -5.543 -4.015 4.567
C -4.277 -4.497 4.266
O -3.970 -5.637 4.628
C -3.414 -3.628 3.484
C -2.146 -4.100 3.085
C -1.312 -3.281 2.360
N -1.614 -2.033 2.011
C -2.812 -1.581 2.368
C -3.736 -2.316 3.080
H -6.053 -4.548 5.252
H -5.725 -3.027 4.549
H -1.855 -5.102 3.362
H -0.331 -3.615 2.038
H -3.040 -0.570 2.062
H -4.690 -1.860 3.303
O 1.857 1.603 2.402
N 3.057 1.913 2.151
C 3.957 2.002 3.141
C 3.715 1.763 4.506
N 3.470 1.570 5.618
C 5.262 2.392 2.823
N 6.354 2.722 2.631

88
Properties=species:S:1:pos:R:3 method="wB97M-V/def2-TZVPD" multiplicity=2 charge=-2 de_lowest_kcal_mol=26.8 lumo_ev="4.10 / 3.54" gap_ev="5.50 / 4.94"
Cd 0.657 -1.603 1.401
O -1.096 -1.709 -1.851
C -2.448 -1.391 -2.058
C -3.099 -0.561 -0.943
C -2.526 -0.798 0.461
C -2.470 -2.235 0.913
C -3.641 -2.958 1.117
C -3.573 -4.277 1.529
C -2.331 -4.859 1.724
C -1.208 -4.080 1.531
N -1.273 -2.805 1.137
H -0.584 -0.920 -1.591
H -2.973 -2.347 -2.147
H -2.591 -0.858 -3.009
H -4.175 -0.772 -0.948
H -2.960 0.501 -1.161
H -3.132 -0.243 1.180
H -1.525 -0.375 0.489
H -4.597 -2.471 0.956
H -4.480 -4.843 1.706
H -2.227 -5.893 2.025
H -0.214 -4.477 1.703
O 4.393 -5.901 -1.460
C 3.787 -5.012 -0.898
C 3.071 -3.870 -1.566
O 3.130 -3.573 -2.753
C 2.339 -3.190 -0.500
C 2.774 -3.673 0.775
O 2.432 -3.100 1.852
C 3.625 -4.852 0.590
O 4.112 -5.576 1.447
O 1.480 -2.258 -0.610
N 1.203 0.753 1.515
N 1.689 1.113 2.797
C 1.138 0.394 3.950
N 2.130 0.559 5.007
N 0.897 -0.956 3.520
N 0.494 -1.821 4.434
O 0.449 -1.513 5.662
O 0.130 -2.935 4.046
H 1.968 0.837 0.859
H 0.475 1.375 1.170
H 1.574 2.103 2.965
H 3.014 0.258 4.611
H 1.882 -0.087 5.748
C -0.334 4.100 -3.530
C -1.409 3.020 -3.383
C -2.564 3.537 -2.524
C -1.921 2.607 -4.754
O -0.887 1.805 -2.816
P 0.058 1.694 -1.491
O -0.241 2.789 -0.525
O -0.061 0.272 -1.060
O 1.531 2.009 -2.067
C 2.409 1.077 -2.752
C 3.147 0.243 -1.714
C 1.665 0.162 -3.725
C 3.383 1.963 -3.515
H -0.780 5.014 -3.935
H 0.457 3.760 -4.203
H 0.113 4.318 -2.558
H -2.998 4.439 -2.968
H -2.193 3.759 -1.523
H -3.340 2.768 -2.448
H -2.428 3.445 -5.240
H -2.621 1.773 -4.649
H -1.089 2.278 -5.382
H 2.433 -0.372 -1.161
H 3.686 0.900 -1.020
H 3.858 -0.429 -2.197
H 0.931 -0.443 -3.192
H 2.377 -0.513 -4.203
H 1.151 0.753 -4.489
H 3.893 2.641 -2.826
H 2.853 2.558 -4.265
H 4.129 1.342 -4.019
O -1.742 -0.119 3.263
N -1.280 1.030 3.512
C -0.186 1.123 4.494
C 0.139 2.541 4.843
C -0.423 3.591 4.228
C -1.433 3.392 3.219
C -1.819 2.127 2.909
H -0.485 0.547 5.370
H 0.907 2.665 5.592
H -0.117 4.599 4.484
H -1.904 4.224 2.717
H -2.586 1.912 2.180

16
Properties=species:S:1:pos:R:3 method="wB97M-V/def2-TZVPD" multiplicity=1 charge=0 de_lowest_kcal_mol=4.9 smiles=CC.CC lumo_ev=1.14 gap_ev=12.79
C 1.926 0.895 -0.610
C 2.440 0.111 0.593
H 1.296 1.765 -0.416
H 2.723 1.174 -1.291
H 1.232 0.270 -1.187
H 1.683 0.018 1.381
H 3.359 0.526 0.989
H 2.558 -0.930 0.312
C -2.156 -0.335 -0.745
C -2.104 -0.648 0.760
H -1.163 -0.374 -1.191
H -2.831 -1.054 -1.200
H -2.498 0.691 -0.880
H -3.062 -0.325 1.202
H -1.378 -0.075 1.324
H -2.023 -1.710 0.959

2
Properties=species:S:1:pos:R:3 method="wB97M-V/def2-TZVPD" multiplicity=1 charge=0 de_lowest_kcal_mol=3.6 smiles=N#N lumo_ev=1.50 gap_ev=16.24
N 0.416 -0.043 0.384
N -0.416 0.043 -0.384

9
Properties=species:S:1:pos:R:3 method="wB97M-V/def2-TZVPD" multiplicity=1 charge=-1 de_lowest_kcal_mol=106.7 lumo_ev="4.55 / 4.48" gap_ev="7.17 / 7.45"
N -0.986 1.432 0.125
N 0.175 0.825 0.170
N -0.063 -0.535 0.354
N -1.938 0.522 -0.048
N -1.425 -0.698 0.058
O -3.137 0.751 -0.263
O -2.009 -1.811 0.026
H 0.599 0.687 -1.524
H 0.202 -0.884 1.277

13
Properties=species:S:1:pos:R:3 method="wB97M-V/def2-TZVPD" multiplicity=2 charge=+1 de_lowest_kcal_mol=6.6 lumo_ev="-4.29 / -9.34" gap_ev="9.84 / 4.77"
C 0.448 0.472 -0.184
C -0.138 -0.370 0.933
S -0.840 0.554 2.290
C 0.463 -0.309 -1.492
N 0.818 0.444 -2.618
O 0.298 -1.500 -1.500
H 1.440 0.899 -0.038
H -0.244 1.304 -0.366
H 0.575 -1.152 1.208
H -0.995 -0.962 0.549
H -1.031 -0.499 3.101
H 0.414 -0.092 -3.379
H 0.377 1.360 -2.552

15
Properties=species:S:1:pos:R:3 method="wB97M-V/def2-TZVPD" multiplicity=1 charge=0 de_lowest_kcal_mol=225.2 lumo_ev=0.47 gap_ev=8.99
C -1.408 -1.023 -0.214
C 1.923 -1.036 -0.080
H -1.516 0.883 0.630
H -3.666 1.288 0.864
H -1.575 -2.091 -0.548
H 0.144 0.490 -0.082
H 2.678 -1.671 -0.201
H 2.893 0.873 -1.125
H 1.644 1.386 0.942
N -2.694 0.988 -0.037
N -2.408 -0.385 -0.549
N -0.243 -0.394 0.424
N 0.801 -1.386 0.474
N 1.979 0.435 -0.594
O 1.448 1.643 0.094

118
Properties=species:S:1:pos:R:3 method="wB97M-V/def2-TZVPD" multiplicity=1 charge=0 lumo_ev=0.49 gap_ev=8.18
Cl 4.923 1.032 -0.659
C 5.636 -0.581 -0.312
C 5.364 -1.480 -1.485
Cl 5.929 -3.153 -1.235
H 5.162 -0.874 0.623
H 6.694 -0.426 -0.116
H 5.925 -1.107 -2.339
H 4.304 -1.479 -1.725
Cl 2.265 0.171 -2.693
C 1.582 1.711 -2.081
C 0.175 1.562 -1.558
Cl 0.126 0.466 -0.138
H 1.581 2.395 -2.926
H 2.256 2.086 -1.316
H -0.530 1.181 -2.294
H -0.246 2.506 -1.218
Cl -2.949 2.781 -0.282
C -3.227 4.539 -0.106
C -4.331 4.902 0.846
Cl -5.967 4.499 0.201
H -3.439 4.891 -1.114
H -2.297 4.967 0.266
H -4.332 5.978 1.000
H -4.070 4.420 1.789
Cl -1.273 1.661 3.065
C -1.695 -0.107 3.155
C -2.297 -0.596 1.856
Cl -3.996 -0.068 1.709
H -2.268 -0.274 4.058
H -0.747 -0.633 3.264
H -2.240 -1.682 1.820
H -1.764 -0.261 0.969
Cl 2.543 2.590 2.127
C 2.185 3.384 0.576
C 0.788 2.967 0.189
Cl 0.148 3.824 -1.242
H 2.905 3.001 -0.145
H 2.306 4.461 0.663
H 0.064 3.053 0.996
H 0.779 1.899 -0.042
C -1.476 -2.525 1.332
O -0.074 -2.476 1.498
H -1.919 -3.516 1.188
H -1.910 -2.173 2.275
H -1.846 -1.816 0.587
H 0.306 -2.398 0.594
C -2.101 -4.714 3.284
O -1.906 -3.416 3.777
C -1.268 -3.326 5.038
C 0.214 -3.656 4.985
N 0.901 -2.600 4.247
C 2.354 -2.829 4.245
C 3.044 -1.929 3.232
O 2.509 -2.149 1.944
C 2.072 -0.973 1.283
H -2.801 -4.618 2.454
H -2.553 -5.398 4.014
H -1.161 -5.146 2.923
H -1.769 -3.991 5.754
H -1.420 -2.306 5.384
H 0.507 -4.608 4.521
H 0.557 -3.695 6.022
H 0.675 -2.593 3.255
H 2.540 -3.881 3.980
H 2.769 -2.688 5.246
H 4.114 -2.160 3.200
H 2.919 -0.892 3.558
H 1.117 -0.598 1.662
H 1.891 -1.163 0.222
H 2.907 -0.268 1.317
C -5.439 8.883 -5.516
O -4.536 7.874 -5.915
C -3.702 7.438 -4.884
C -2.465 6.731 -5.458
N -1.853 5.799 -4.537
C -2.500 4.492 -4.620
C -1.764 3.452 -3.785
O -0.452 3.126 -4.189
C -0.390 2.350 -5.369
H -6.009 9.081 -6.422
H -4.988 9.816 -5.164
H -6.096 8.538 -4.710
H -4.189 6.779 -4.153
H -3.294 8.255 -4.276
H -1.722 7.511 -5.663
H -2.700 6.378 -6.472
H -0.861 5.676 -4.681
H -2.581 4.104 -5.646
H -3.527 4.536 -4.251
H -2.435 2.589 -3.692
H -1.663 3.827 -2.765
H 0.617 1.961 -5.526
H -0.604 2.963 -6.248
H -1.032 1.470 -5.269
C -0.057 -2.660 -1.995
O 0.837 -3.022 -0.978
C 2.057 -3.598 -1.398
C 2.859 -3.983 -0.171
N 2.057 -4.680 0.816
C 2.795 -5.088 1.998
C 1.879 -5.592 3.088
O 1.429 -6.888 2.750
C 0.836 -7.493 3.884
H -0.912 -2.160 -1.544
H -0.428 -3.497 -2.594
H 0.422 -1.920 -2.644
H 2.651 -2.872 -1.969
H 1.850 -4.421 -2.090
H 3.300 -3.063 0.237
H 3.643 -4.684 -0.460
H 1.235 -4.142 1.063
H 3.435 -4.274 2.370
H 3.525 -5.866 1.750
H 1.029 -4.915 3.225
H 2.443 -5.543 4.028
H 1.579 -7.488 4.692
H 0.593 -8.545 3.756
H -0.038 -6.936 4.230

14
Properties=species:S:1:pos:R:3 method="wB97M-V/def2-TZVPD" multiplicity=1 charge=0 de_lowest_kcal_mol=70.3 smiles=NC(O)(O)O.N lumo_ev=0.39 gap_ev=9.42
C -1.079 -0.234 0.204
N -1.566 -0.072 -1.129
O -1.379 -1.522 0.646
O -1.716 0.638 1.081
H -1.116 -2.148 -0.038
H -1.964 0.151 1.878
H 0.296 -0.029 1.020
H -2.572 0.051 -1.141
H -1.131 0.728 -1.570
N 3.071 0.667 -0.012
O 0.522 0.024 0.003
H 2.086 0.249 0.207
H 2.974 1.510 -0.587
H 3.574 -0.014 -0.563

93
Properties=species:S:1:pos:R:3 method="wB97M-V/def2-TZVPD" multiplicity=1 charge=0 de_lowest_kcal_mol=0.0 lumo_ev=0.41 gap_ev=8.80
C -2.225 1.276 0.735
C -0.824 1.239 0.116
C 0.080 2.378 0.583
C 1.329 2.506 -0.290
C 2.274 1.286 -0.208
C 2.552 0.591 -1.548
C 1.841 -0.765 -1.711
C 2.700 -1.930 -1.223
C 1.972 -3.272 -1.181
C 0.814 -3.416 -0.161
C 0.966 -2.572 1.095
C 0.007 -2.972 2.205
C 0.283 -2.279 3.565
N 0.810 -0.923 3.507
C 2.256 -0.777 3.664
C 2.641 0.417 4.567
O 3.457 0.043 5.657
C 2.743 -0.671 6.637
H -2.232 0.697 1.654
H -2.913 0.777 0.063
H -2.559 2.290 0.922
H -0.910 1.210 -0.967
H -0.360 0.307 0.419
H -0.463 3.318 0.603
H 0.413 2.136 1.593
H 1.868 3.379 0.075
H 1.049 2.718 -1.319
H 3.224 1.671 0.150
H 1.905 0.590 0.536
H 2.276 1.216 -2.391
H 3.618 0.387 -1.597
H 0.878 -0.725 -1.208
H 1.620 -0.944 -2.760
H 3.489 -2.035 -1.968
H 3.221 -1.691 -0.300
H 1.639 -3.476 -2.188
H 2.711 -4.035 -0.951
H -0.139 -3.230 -0.647
H 0.815 -4.446 0.186
H 0.818 -1.526 0.855
H 1.985 -2.662 1.464
H -1.031 -2.840 1.913
H 0.144 -4.041 2.370
H 0.949 -2.918 4.135
H -0.657 -2.265 4.115
H 0.470 -0.432 2.694
H 2.729 -0.627 2.694
H 2.698 -1.685 4.053
H 3.184 1.136 3.963
H 1.710 0.886 4.896
H 3.438 -0.889 7.439
H 2.355 -1.625 6.274
H 1.908 -0.093 7.034
C -3.625 1.873 -4.656
S -2.423 1.927 -3.324
O -2.702 0.763 -2.443
C -3.100 3.386 -2.523
H -3.415 0.997 -5.267
H -4.629 1.800 -4.238
H -3.535 2.773 -5.264
H -4.137 3.202 -2.243
H -3.034 4.235 -3.203
H -2.504 3.581 -1.633
C 2.161 -7.007 -5.484
S 1.599 -5.355 -5.051
O 2.343 -4.948 -3.830
C -0.045 -5.851 -4.515
H 3.198 -6.932 -5.805
H 2.092 -7.657 -4.612
H 1.552 -7.395 -6.300
H 0.038 -6.580 -3.708
H -0.589 -6.274 -5.359
H -0.561 -4.963 -4.156
C -6.963 1.976 -6.046
S -7.439 3.663 -5.641
O -6.640 4.067 -4.453
C -9.089 3.246 -5.063
H -5.933 1.989 -6.395
H -7.041 1.347 -5.158
H -7.609 1.593 -6.836
H -9.020 2.535 -4.240
H -9.664 2.823 -5.887
H -9.563 4.162 -4.720
C 2.535 4.620 6.403
S 3.564 4.275 7.837
O 4.342 5.509 8.123
C 4.665 3.134 6.995
H 1.790 5.357 6.695
H 3.152 5.019 5.597
H 2.038 3.703 6.085
H 5.135 3.634 6.148
H 4.101 2.262 6.657
H 5.428 2.817 7.702